Below is a molecular structure, C22H41F3I2N2O8PSi2 in a non-equilibrium geometry, with properties calculated with ωB97M-V/def2-TZVPD.

Positions of all 81 atoms, in Å:
C  -4.0078  1.9169  1.6080
C  -3.8064  0.7018  2.4565
O  -2.8243  0.4977  3.1133
O  -4.8497  -0.1639  2.4294
C  -4.4860  -1.5555  2.2385
Si  -4.3196  -1.9218  0.3984
N  -5.5483  -1.1237  -0.5140
C  -6.6798  -1.6428  -0.8022
C  -7.2117  -2.9320  -0.2217
C  -7.5770  -0.9360  -1.7797
O  -2.8447  -1.3469  -0.0578
Si  -1.8679  -1.9819  -1.2210
C  -0.9728  -3.5254  -0.6300
C  -1.7408  -4.8418  -0.5275
O  -2.5325  -5.1560  -1.6437
C  -0.7672  -6.0001  -0.2926
F  -0.1878  -6.3985  -1.4286
F  0.2172  -5.6833  0.5534
F  -1.3897  -7.0581  0.2222
C  -2.8967  -2.3045  -2.7741
P  -3.9269  -1.0168  -3.4720
O  -5.3020  -1.4778  -3.7332
O  -3.1901  -0.5074  -4.7947
O  -3.7995  0.2305  -2.4821
C  -0.4822  -0.7549  -1.5835
I  0.1102  -0.5366  -3.5945
C  0.2399  -0.0625  -0.6951
C  1.3760  0.8740  -0.9923
I  -0.1044  -0.2435  1.3712
H  -3.1922  1.9519  0.8869
H  -4.9725  1.9052  1.1107
H  -3.9465  2.7982  2.2483
H  -5.2678  -2.1537  2.7074
H  -3.5630  -1.7621  2.7864
H  -4.3785  -3.3922  0.2072
H  -6.7095  -3.7909  -0.6739
H  -8.2730  -3.0408  -0.4405
H  -7.0867  -2.9640  0.8602
H  -7.3235  0.1216  -1.7988
H  -8.6300  -1.0739  -1.5367
H  -7.3812  -1.3352  -2.7790
H  -0.0719  -3.6400  -1.2416
H  -0.6206  -3.2721  0.3739
H  -2.3774  -4.8300  0.3583
H  -2.0587  -4.8984  -2.4448
H  -3.6013  -3.1206  -2.6060
H  -2.2087  -2.6105  -3.5683
H  -2.8562  0.3909  -4.6830
H  -4.6832  0.6095  -2.3527
H  1.0654  1.6357  -1.7093
H  2.1996  0.3086  -1.4370
H  1.7447  1.3653  -0.0982
C  4.3913  3.0260  2.8745
C  5.2559  2.0572  2.0471
C  6.7223  2.1569  2.4694
C  7.4028  3.4427  1.9995
C  7.2343  3.6318  0.4916
C  5.7767  3.5682  0.0305
N  5.1355  2.3314  0.5789
O  5.4025  1.2929  -0.1325
C  5.0204  4.8359  0.4576
C  5.7105  3.5089  -1.4896
C  4.7243  0.6570  2.3115
H  3.4316  3.2038  2.3882
H  4.1924  2.5849  3.8505
H  4.8666  3.9855  3.0601
H  7.2659  1.3002  2.0592
H  6.7745  2.0722  3.5571
H  7.0081  4.3071  2.5398
H  8.4660  3.3959  2.2406
H  7.6531  4.5911  0.1795
H  7.8031  2.8546  -0.0279
H  3.9492  4.7200  0.2892
H  5.3661  5.6757  -0.1449
H  5.1752  5.1132  1.4956
H  6.2931  2.6842  -1.8917
H  6.1097  4.4394  -1.8934
H  4.6804  3.3986  -1.8310
H  3.6968  0.5624  1.9595
H  4.7356  0.4623  3.3840
H  5.3214  -0.1115  1.8273

Force components x, y, z for each atom (eV/Å):
C -0.274 0.277 0.283
C 0.004 -0.078 0.326
O 0.254 -0.087 0.010
O -0.099 -0.090 -0.685
C 0.027 0.021 0.403
Si -0.338 0.254 0.449
N -0.199 -0.451 -0.007
C 0.136 0.518 0.033
C -0.233 -0.119 -0.244
C 0.012 -0.010 0.100
O -0.130 -0.510 -0.252
Si 0.067 0.402 -0.303
C -0.262 0.021 0.076
C 0.572 0.131 0.098
O -0.258 0.086 -0.018
C -0.067 -0.015 -0.002
F 0.191 0.029 -0.469
F 0.240 0.253 0.352
F -0.368 -0.432 0.145
C 0.306 0.136 -0.063
P -0.539 -0.427 -0.182
O 0.370 0.197 0.038
O 0.035 0.142 0.043
O -0.089 0.361 -0.331
C 0.064 0.207 0.591
I -0.002 -0.085 -0.113
C -0.013 -0.060 -0.193
C 0.072 -0.072 -0.083
I -0.085 -0.053 0.010
H -0.013 0.015 -0.045
H 0.029 -0.056 -0.105
H 0.112 0.016 -0.093
H -0.080 0.042 -0.031
H 0.021 -0.038 -0.034
H 0.190 -0.056 -0.051
H 0.116 0.030 0.097
H 0.002 -0.006 0.040
H 0.136 -0.043 -0.005
H -0.053 0.040 -0.025
H -0.014 0.055 -0.013
H -0.017 -0.058 0.077
H -0.024 -0.057 -0.100
H 0.138 0.067 -0.044
H -0.217 0.028 -0.142
H 0.022 -0.169 0.100
H 0.108 -0.098 0.170
H -0.052 -0.119 -0.023
H 0.121 -0.059 -0.093
H 0.127 -0.121 0.360
H -0.002 -0.024 -0.049
H 0.022 0.085 -0.010
H 0.013 0.006 0.026
C -0.004 0.067 -0.088
C -0.565 0.227 0.535
C 0.288 0.043 -0.146
C -0.101 -0.016 -0.045
C 0.204 -0.156 0.177
C -0.372 0.654 -0.101
N 1.083 -0.459 -0.070
O -0.416 0.093 -0.036
C -0.053 -0.062 0.095
C 0.080 -0.112 -0.142
C 0.031 -0.283 -0.050
H -0.008 -0.008 -0.002
H 0.021 -0.069 -0.009
H 0.006 0.004 -0.035
H -0.062 -0.013 -0.054
H -0.021 -0.006 0.022
H -0.029 -0.002 -0.006
H 0.007 0.020 0.013
H -0.005 0.020 -0.021
H -0.077 -0.044 -0.019
H -0.008 -0.007 -0.004
H 0.027 -0.034 -0.062
H 0.002 -0.029 0.005
H -0.039 -0.033 0.038
H -0.006 0.042 0.016
H -0.009 -0.002 0.016
H -0.049 -0.008 -0.010
H 0.001 0.088 0.042
H -0.007 0.060 -0.080

- F_max (eV/Å) = 1.179
- E_HOMO (spin up / spin down) (eV) = -8.3 / -8.8
- gap between HOMO and LUMO (spin up / spin down) (eV) = 8.40 / 8.92
- net charge = 0
- multiplicity = 2

Results of the Löwdin charge analysis, in e, for atoms 1 through 5: number 1, C, carries 0.029; number 2, C, carries -0.571; number 3, O, carries 0.036; number 4, O, carries -0.070; number 5, C, carries -0.191